This record from the Open Molecules 2025 dataset describes an isolated molecule of C19H21NO4S2 at a distorted geometry. The level of theory is ωB97M-V with the def2-TZVPD basis set.

The LUMO energy comes out at 0.44 eV. The HOMO-LUMO gap comes out at 7.65 eV.

Each atom is followed by the atoms it is bonded to, with distances in Å.
Geometry (Å):
1 C 4.719 0.476 -0.730  C2 1.527, H27 1.098, H28 1.099, H29 1.097
2 C 4.086 1.393 0.313  C1 1.527, C3 1.524, N6 1.622, H30 1.097
3 C 5.079 1.809 1.391  C2 1.524, C4 1.534, H31 1.093, H32 1.093
4 C 4.615 1.328 2.771  C3 1.534, C5 1.522, H33 1.098, H34 1.095
5 C 3.477 0.335 2.581  C4 1.522, N6 1.559, H35 1.103, H36 1.091
6 N 2.922 0.640 1.157  C2 1.622, C5 1.559, C7 1.380, H37 1.032
7 C 1.601 1.038 1.138  N6 1.380, C8 1.496, C21 1.571, H38 1.121
8 C 0.754 -0.123 1.553  C7 1.496, S9 1.723, S18 1.748
9 S -0.913 0.012 1.966  C8 1.723, O10 1.448, O11 1.454, C12 1.780
10 O -1.535 1.081 1.213  S9 1.448
11 O -1.053 -0.086 3.410  S9 1.454
12 C -1.463 -1.549 1.312  S9 1.780, C13 1.387, C17 1.383
13 C -2.793 -1.931 1.232  C12 1.387, C14 1.392, H39 1.086
14 C -3.085 -3.169 0.665  C13 1.392, C15 1.398, H40 1.086
15 C -2.067 -3.996 0.179  C14 1.398, C16 1.392, H41 1.087
16 C -0.735 -3.602 0.271  C15 1.392, C17 1.386, H42 1.085
17 C -0.453 -2.383 0.868  C12 1.383, C16 1.386, S18 1.777
18 S 1.193 -1.747 1.076  C8 1.748, C17 1.777, O19 1.453, O20 1.470
19 O 1.827 -2.440 2.185  S18 1.453
20 O 1.854 -1.685 -0.235  S18 1.470
21 C 1.169 2.369 1.853  C7 1.571, C22 1.406, C26 1.391
22 C 0.513 2.458 3.093  C21 1.406, C23 1.403, H43 1.091
23 C -0.189 3.624 3.433  C22 1.403, C24 1.391, H44 1.085
24 C -0.246 4.726 2.587  C23 1.391, C25 1.392, H45 1.093
25 C 0.451 4.643 1.385  C24 1.392, C26 1.396, H46 1.084
26 C 1.176 3.500 1.043  C21 1.391, C25 1.396, H47 1.092
27 H 5.395 1.072 -1.358  C1 1.098
28 H 5.367 -0.296 -0.292  C1 1.099
29 H 4.018 -0.023 -1.411  C1 1.097
30 H 3.536 2.210 -0.170  C2 1.097
31 H 6.061 1.379 1.176  C3 1.093
32 H 5.204 2.894 1.348  C3 1.093
33 H 5.433 0.877 3.348  C4 1.098
34 H 4.244 2.188 3.338  C4 1.095
35 H 3.814 -0.716 2.586  C5 1.103
36 H 2.650 0.433 3.286  C5 1.091
37 H 2.965 -0.268 0.670  N6 1.032
38 H 1.273 1.176 0.075  C7 1.121
39 H -3.558 -1.258 1.609  C13 1.086
40 H -4.122 -3.485 0.605  C14 1.086
41 H -2.300 -4.960 -0.266  C15 1.087
42 H 0.090 -4.199 -0.104  C16 1.085
43 H 0.517 1.639 3.814  C22 1.091
44 H -0.731 3.639 4.372  C23 1.085
45 H -0.817 5.615 2.870  C24 1.093
46 H 0.423 5.471 0.685  C25 1.084
47 H 1.653 3.442 0.062  C26 1.092

These are the Mulliken partial charges, in e, on atoms 1 to 8: atom 1 (C): -1.652, atom 2 (C): 0.586, atom 3 (C): -0.809, atom 4 (C): -0.620, atom 5 (C): -0.340, atom 6 (N): 0.296, atom 7 (C): 0.385, atom 8 (C): -1.306

This record from the Open Molecules 2025 dataset describes an isolated molecule of C10H19NO4. The level of theory is ωB97M-V with the def2-TZVPD basis set.

The LUMO energy comes out at 0.70 eV. The HOMO-LUMO gap comes out at 10.49 eV.

Each atom is followed by the atoms it is bonded to, with distances in Å.
Geometry (Å):
1 C -2.308 -1.325 -4.845  C2 1.530, H16 1.093, H17 1.091, H18 1.095
2 C -1.799 -0.664 -3.562  C1 1.530, C3 1.545, H19 1.095, H20 1.095
3 C -0.270 -0.780 -3.373  C2 1.545, C4 1.541, H21 1.095, H22 1.095
4 C 0.177 -1.764 -2.274  C3 1.541, C5 1.533, H23 1.095, H24 1.095
5 C 1.357 -1.235 -1.450  C4 1.533, C6 1.530, H25 1.094, H26 1.094
6 C 0.942 -0.231 -0.374  C5 1.530, O7 1.437, H27 1.095, H28 1.090
7 O 0.885 -0.881 0.907  C6 1.437, C8 1.339
8 C 1.218 -0.141 1.971  O7 1.339, O9 1.200, O10 1.354
9 O 1.993 0.776 1.976  C8 1.200
10 O 0.590 -0.611 3.075  C8 1.354, C11 1.434
11 C -0.311 0.350 3.642  O10 1.434, C12 1.529, H29 1.091, H30 1.095
12 C 0.318 1.115 4.807  C11 1.529, C13 1.515, H31 1.092, H32 1.093
13 C 1.027 2.408 4.460  C12 1.515, N14 1.416, O15 1.208
14 N 0.273 3.332 3.695  C13 1.416, H33 1.017, H34 1.018
15 O 2.125 2.676 4.883  C13 1.208
16 H -1.678 -1.052 -5.696  C1 1.093
17 H -3.338 -1.041 -5.066  C1 1.091
18 H -2.277 -2.415 -4.754  C1 1.095
19 H -2.315 -1.098 -2.700  C2 1.095
20 H -2.081 0.394 -3.577  C2 1.095
21 H 0.152 0.212 -3.181  C3 1.095
22 H 0.159 -1.117 -4.323  C3 1.095
23 H -0.651 -1.997 -1.598  C4 1.095
24 H 0.483 -2.709 -2.734  C4 1.095
25 H 1.891 -2.052 -0.957  C5 1.094
26 H 2.080 -0.759 -2.119  C5 1.094
27 H -0.053 0.170 -0.595  C6 1.095
28 H 1.641 0.604 -0.333  C6 1.090
29 H -1.175 -0.212 3.999  C11 1.091
30 H -0.685 1.023 2.863  C11 1.095
31 H 1.062 0.488 5.302  C12 1.092
32 H -0.463 1.352 5.535  C12 1.093
33 H 0.195 3.003 2.736  N14 1.017
34 H 0.834 4.180 3.658  N14 1.018

These are the Mulliken partial charges, in e, on atoms 1 to 8: atom 1 (C): -1.285, atom 2 (C): -0.473, atom 3 (C): -0.536, atom 4 (C): -0.848, atom 5 (C): -0.841, atom 6 (C): -0.430, atom 7 (O): -0.264, atom 8 (C): 0.724

This record from the Open Molecules 2025 dataset describes an isolated molecule of C6H6 at a distorted geometry. The level of theory is ωB97M-V with the def2-TZVPD basis set.

The LUMO energy comes out at 1.21 eV. The HOMO-LUMO gap comes out at 11.13 eV.

Each atom is followed by the atoms it is bonded to, with distances in Å.
Geometry (Å):
1 C 1.237 -1.259 1.200  C2 1.291, H7 1.108, H8 1.078
2 C 0.474 -0.522 0.467  C1 1.291, C3 1.495, C5 1.516
3 C -0.020 -0.080 -0.874  C2 1.495, C4 1.533, C5 1.622, C6 1.444
4 C 0.322 1.410 -0.756  C3 1.533, C5 1.645, H9 1.053, H10 1.106
5 C -0.456 0.675 0.494  C2 1.516, C3 1.622, C4 1.645, C6 1.602
6 C -1.418 -0.115 -0.513  C3 1.444, C5 1.602, H11 1.091, H12 1.095
7 H 1.367 -1.133 2.293  C1 1.108
8 H 1.726 -2.153 0.848  C1 1.078
9 H 1.283 1.808 -0.600  C4 1.053
10 H -0.351 2.052 -1.354  C4 1.106
11 H -2.257 0.353 -1.028  C6 1.091
12 H -1.907 -1.036 -0.178  C6 1.095

These are the Mulliken partial charges, in e, on atoms 1 to 8: atom 1 (C): -0.668, atom 2 (C): 0.524, atom 3 (C): -0.024, atom 4 (C): -0.451, atom 5 (C): -0.340, atom 6 (C): -0.499, atom 7 (H): 0.245, atom 8 (H): 0.255

What are the relative energy (zero: lowest compared OMol25 entry of this formula, charge and spin) values for these records? In order: 63.1, 0.0, 118.3 kcal/mol.